(1)
The following is a quantum chemistry calculation of C28H23AsN3O3S4Tc as an isolated structure, from OMol25.

Calculated values
- net charge = +2
- energy above the lowest of the compared OMol25 structures with the same formula, charge and spin (eV) = 0.000
- total energy (eV) = -146384.4695
- HOMO energy (spin up / spin down) (eV) = -13.4 / -13.4
- maximum force (Eh/bohr) = 0.016
- molecular weight (g/mol) = 750.70

CARTESIAN COORDINATES (ANGSTROEM)
Tc (-1.40583, -0.34039, -0.16250)
S (1.37394, -3.58695, 2.42826)
As (0.63203, -2.76030, 4.33233)
S (-2.06087, -2.72005, 2.15469)
S (-1.26462, -1.61452, 3.67900)
S (0.21306, -4.81737, 3.70220)
C (-3.70411, 3.16250, -1.51113)
C (-2.94236, 1.89293, -1.67688)
O (-2.27997, 1.47940, -0.69547)
C (-2.93594, 1.17238, -2.92707)
C (-3.43829, 1.75410, -4.10113)
C (-3.37870, 1.07928, -5.30010)
C (-2.82400, -0.19752, -5.34218)
C (-2.33823, -0.80314, -4.19656)
C (-2.39082, -0.12203, -2.99142)
O (-1.92748, -0.75149, -1.88660)
H (-3.68215, 3.46870, -0.46981)
H (-4.73438, 3.03418, -1.84294)
H (-3.25641, 3.94818, -2.12413)
H (-3.86157, 2.74845, -4.06992)
H (-3.76223, 1.53594, -6.20151)
H (-2.77248, -0.72959, -6.28300)
H (-1.91522, -1.79745, -4.23203)
C (2.34100, 3.23434, 3.75148)
N (1.04789, 2.76118, 3.26548)
N (0.91054, 1.68535, 2.43421)
C (-0.39966, 1.57685, 2.11895)
O (-0.85666, 0.61794, 1.36292)
C (-1.09570, 2.59436, 2.75429)
C (-0.15376, 3.31836, 3.46756)
C (-0.32385, 4.52850, 4.31343)
C (1.99362, 0.81265, 2.09033)
C (2.36758, 0.70390, 0.76060)
C (3.39707, -0.16456, 0.42582)
C (4.03207, -0.90782, 1.41132)
C (3.64877, -0.78311, 2.74152)
C (2.61930, 0.07760, 3.08805)
H (3.13264, 2.77109, 3.17172)
H (2.46531, 2.98615, 4.80390)
H (2.38944, 4.31177, 3.61727)
H (-2.15730, 2.76355, 2.71804)
H (-1.37709, 4.78586, 4.38182)
H (0.20999, 5.37942, 3.88706)
H (0.05739, 4.35991, 5.32125)
H (1.88411, 1.31290, 0.00709)
H (3.71595, -0.24202, -0.60547)
H (4.84118, -1.57631, 1.14813)
H (4.15450, -1.35556, 3.50754)
H (2.31288, 0.19007, 4.12146)
N (3.03647, -5.75913, -4.79347)
C (2.44016, -5.12371, -4.04629)
C (1.69677, -4.32283, -3.11233)
C (0.31247, -4.22717, -3.22942)
C (-0.40717, -3.47474, -2.31908)
C (0.26170, -2.81271, -1.28955)
C (1.64769, -2.90472, -1.17543)
C (2.36411, -3.65607, -2.08670)
C (-0.51157, -2.12894, -0.27449)
C (-1.25686, -2.06404, 0.76925)
H (-0.19164, -4.75358, -4.02841)
H (-1.48531, -3.41811, -2.38494)
H (2.15345, -2.38987, -0.37051)
H (3.43913, -3.74198, -2.00651)

Cartesian forces (eV/Å) of the 3 atoms listed first:
0.47 0.21 0.18
0.00 0.01 -0.01
-0.02 -0.04 0.03

Mulliken charges, unit e, in atom order: 1.234 -0.027 0.383 0.013 -0.159 -0.148 -1.587 1.062 -0.304 0.103 -0.641 -0.924 -0.612 -0.450 0.570 -0.321 0.313 0.439 0.416 0.422 0.426 0.451 0.423 -1.018 -0.049 0.916 -0.053 -0.227 -0.873 0.758 -1.535 -0.597 -0.069 -0.961 -0.238 -1.022 0.203 0.395 0.351 0.398 0.488 0.370 0.361 0.355 0.582 0.458 0.476 0.447 0.743 -0.418 -0.141 0.481 -1.034 -0.311 0.796 -0.051 -0.887 0.662 -1.181 0.521 0.742 0.557 0.522

(2)
The following is a quantum chemistry calculation of one molecule with the formula C22H25N5O2, from OMol25.

Calculated values
- net charge = 0
- energy above the lowest of the compared OMol25 structures with the same formula, charge and spin (eV) = 0.463
- total energy (eV) = -34765.1722
- SMILES string = COc1ccc(C(=O)Nc2ccnn2C2CCN(Cc3ccccn3)CC2)cc1
- HOMO energy (eV) = -8.3
- maximum force (Eh/bohr) = 0.016
- molecular weight (g/mol) = 391.47

CARTESIAN COORDINATES (ANGSTROEM)
C (-6.80581, -3.53105, 1.05700)
H (-5.95749, -4.17648, 1.30556)
O (-6.55407, -2.76938, -0.10012)
C (-5.51838, -1.89492, -0.09773)
C (-4.65856, -1.67767, 0.97589)
C (-3.63910, -0.74819, 0.87196)
C (-3.45150, -0.02302, -0.29912)
C (-4.29979, -0.26530, -1.38104)
C (-5.32224, -1.17824, -1.28248)
H (-5.98909, -1.36475, -2.10894)
H (-4.13656, 0.28523, -2.29477)
C (-2.37239, 0.98111, -0.47882)
O (-1.89835, 1.24582, -1.56643)
N (-1.96249, 1.57789, 0.68367)
C (-1.03362, 2.61069, 0.82310)
C (-1.16171, 3.74131, 1.61167)
C (0.05306, 4.41066, 1.45251)
N (0.85534, 3.74472, 0.64605)
N (0.19749, 2.65326, 0.26317)
C (0.84860, 1.65658, -0.56107)
C (2.09549, 2.24277, -1.21533)
C (2.78625, 1.14811, -2.03694)
N (3.15075, -0.01989, -1.26049)
C (1.98894, -0.57270, -0.59351)
C (1.23653, 0.43815, 0.28341)
H (1.86951, 0.75981, 1.11328)
H (0.34600, -0.03766, 0.69863)
H (2.31005, -1.42387, 0.01137)
H (1.31008, -0.94000, -1.37034)
C (4.28647, 0.17752, -0.37596)
C (4.85677, -1.14633, 0.05670)
N (5.20613, -1.25971, 1.33029)
C (5.73044, -2.40149, 1.74314)
C (5.92842, -3.49442, 0.91606)
C (5.55492, -3.38025, -0.41568)
C (5.01210, -2.18737, -0.85573)
H (4.69947, -2.04543, -1.87773)
H (5.68833, -4.20892, -1.09678)
H (6.35826, -4.40648, 1.30037)
H (5.99918, -2.43540, 2.79145)
H (5.05753, 0.71296, -0.93966)
H (4.06326, 0.76454, 0.52620)
H (3.68615, 1.54537, -2.51156)
H (2.10614, 0.81050, -2.82611)
H (2.76602, 2.62243, -0.44452)
H (1.81847, 3.07694, -1.85925)
H (0.14239, 1.34844, -1.34082)
H (0.36882, 5.33874, 1.88534)
H (-2.00897, 4.03083, 2.19918)
H (-2.56712, 1.47063, 1.48547)
H (-2.97052, -0.62278, 1.71235)
H (-4.76965, -2.22950, 1.89603)
H (-7.04304, -2.89309, 1.91431)
H (-7.66986, -4.14927, 0.81940)

Cartesian forces (eV/Å) of the 3 atoms listed first:
-0.04 -0.14 0.23
-0.03 0.04 -0.01
0.13 0.23 -0.27

Mulliken charges, unit e, in atom order: -0.828 0.337 -0.450 0.887 -0.844 -0.594 0.469 -0.540 -0.572 0.428 0.452 0.450 -0.664 -0.048 0.405 -0.911 -0.439 -1.222 1.071 -0.093 -0.505 -1.218 0.086 -1.281 -0.320 0.223 0.398 0.486 0.460 -0.315 0.172 -0.514 -0.191 -0.419 -0.455 -0.487 0.417 0.399 0.373 0.409 0.557 0.114 0.456 0.438 0.293 0.485 0.080 0.461 0.434 0.308 0.400 0.386 0.337 0.238

(3)
The following is a quantum chemistry calculation of C31H40N3O3RuS2Se2Si as an isolated structure, from OMol25.

Calculated values
- net charge = +1
- energy above the lowest of the compared OMol25 structures with the same formula, charge and spin (eV) = 0.000
- 2S+1 = 5
- total energy (eV) = -206223.8414
- HOMO energy (spin up / spin down) (eV) = -9.9 / -9.9
- maximum force (Eh/bohr) = 0.014
- expectation value of S² = 6.038
- molecular weight (g/mol) = 853.89

CARTESIAN COORDINATES (ANGSTROEM)
Ru (-1.09844, 0.38244, -0.34447)
Se (-4.43360, 1.36886, 0.19903)
Se (-4.52810, 0.12836, -1.76020)
C (-3.66693, -1.44830, -1.09048)
C (-4.30975, -2.64940, -1.35050)
C (-3.75375, -3.82902, -0.88672)
C (-2.59873, -3.75646, -0.12735)
C (-2.03192, -2.51895, 0.09227)
N (-2.51814, -1.36799, -0.40528)
C (-3.35878, 2.78760, -0.50550)
C (-3.92470, 4.04605, -0.61184)
C (-3.15815, 5.07939, -1.13045)
C (-1.87285, 4.79689, -1.55479)
C (-1.39138, 3.50717, -1.41110)
N (-2.10252, 2.51171, -0.86950)
H (-5.24250, -2.64769, -1.89651)
H (-4.22621, -4.77907, -1.09549)
H (-2.12572, -4.63941, 0.27671)
H (-1.11658, -2.44324, 0.66051)
H (-4.95023, 4.20243, -0.31014)
H (-3.56871, 6.07554, -1.22101)
H (-1.24009, 5.55609, -1.99044)
H (-0.38980, 3.26502, -1.73652)
C (-1.96949, -0.68403, 2.73924)
Si (-0.45750, 0.26721, 2.12495)
C (1.12331, -0.71167, 2.55808)
C (1.34343, -1.86913, 1.57064)
C (2.38679, 0.15812, 2.58113)
C (0.95212, -1.33749, 3.95655)
C (-0.59710, 2.03203, 2.88786)
C (-2.04425, 2.53391, 2.78509)
C (-0.27070, 1.88327, 4.38679)
C (0.31264, 3.11228, 2.30358)
H (-2.08606, -0.42794, 3.79548)
H (-1.82714, -1.76060, 2.68640)
H (-2.89894, -0.42656, 2.23356)
H (1.33977, -1.55242, 0.52510)
H (0.60491, -2.66390, 1.70639)
H (2.31902, -2.32606, 1.75402)
H (2.60134, 0.62220, 1.61976)
H (3.24365, -0.47222, 2.83201)
H (2.33597, 0.94538, 3.33306)
H (0.07766, -1.98611, 4.02332)
H (0.88695, -0.59416, 4.74977)
H (1.82840, -1.95678, 4.16418)
H (-2.77066, 1.82704, 3.18770)
H (-2.31237, 2.76011, 1.75398)
H (-2.14294, 3.46242, 3.35380)
H (-0.87524, 1.12093, 4.88078)
H (-0.49164, 2.83410, 4.87930)
H (0.77865, 1.65954, 4.56916)
H (0.06642, 3.33844, 1.26734)
H (1.36915, 2.84637, 2.35161)
H (0.17934, 4.03577, 2.87465)
N (-0.93308, -0.00994, -2.62132)
C (-0.10876, -1.12858, -3.06261)
C (0.45759, -1.14286, -4.32867)
C (1.42430, -2.09484, -4.62716)
C (1.79408, -3.04336, -3.68637)
C (1.12102, -3.10677, -2.47406)
C (0.19340, -2.13349, -2.16104)
S (3.25827, -4.07145, -3.86602)
O (3.63225, -3.93532, -5.25435)
O (2.80651, -5.37890, -3.43991)
O (4.14861, -3.40897, -2.91613)
H (-1.88101, -0.08360, -2.98760)
H (-0.54753, 0.83944, -3.02510)
H (0.20951, -0.37126, -5.04903)
H (1.94817, -2.08462, -5.57428)
H (1.41456, -3.86186, -1.75620)
H (-0.20493, -2.08887, -1.15698)
S (0.95172, 1.44676, -0.51022)
C (2.54885, 0.86344, -0.83451)
C (2.88020, -0.42601, -1.26588)
C (4.19070, -0.75142, -1.55307)
C (5.18345, 0.21290, -1.39682)
C (4.86616, 1.50215, -0.96767)
C (3.55848, 1.83953, -0.69735)
H (2.11108, -1.16848, -1.40267)
H (4.42183, -1.75310, -1.90725)
H (6.21142, -0.04017, -1.61797)
H (5.64550, 2.24269, -0.85271)
H (3.29976, 2.83885, -0.37253)

Cartesian forces (eV/Å) of the 3 atoms listed first:
-0.27 0.11 -0.64
0.00 -0.03 0.05
0.02 0.01 -0.02

Mulliken charges, unit e, in atom order: 0.250 0.097 0.075 -0.139 -0.813 -0.595 -1.327 -1.272 1.123 -0.149 -0.719 -0.416 -0.949 -0.518 0.945 0.481 0.457 0.542 0.941 0.503 0.451 0.482 0.388 -1.307 0.867 2.671 -2.267 -1.656 -1.818 2.395 -1.723 -1.920 -1.498 0.433 0.413 0.250 0.182 0.463 0.681 0.168 0.601 0.341 0.363 0.349 0.545 0.286 0.099 0.555 0.318 0.558 0.392 0.140 0.267 0.570 -0.019 0.360 -0.750 -0.580 -0.146 -0.909 1.041 1.254 -0.703 -0.691 -0.693 0.270 0.392 0.498 0.550 0.384 -0.637 0.178 -0.036 0.675 -1.341 -0.576 -0.828 -0.367 -0.117 0.836 0.466 0.422 0.511

(4)
The following is a quantum chemistry calculation of a 2-piece molecular cluster, C4H13N2O2 overall in a non-equilibrium geometry, from OMol25.

Calculated values
- net charge = +1
- energy above the lowest of the compared OMol25 structures with the same formula, charge and spin (eV) = 5.193
- total energy (eV) = -11424.2813
- HOMO energy (eV) = -12.2
- maximum force (Eh/bohr) = 0.094
- molecular weight (g/mol) = 121.16

CARTESIAN COORDINATES (ANGSTROEM)
C (2.06122, -1.07981, 0.91327)
C (-1.19339, 1.71643, -0.52032)
C (1.30825, -0.07964, 0.04900)
C (-0.18890, -0.01186, 0.41892)
N (-0.66281, -0.01722, 1.70075)
N (-0.87175, -1.06943, -0.43850)
O (-2.04031, 1.12851, -1.46818)
O (1.14632, -0.41385, -1.36327)
H (1.80401, -0.85210, 1.85906)
H (3.11408, -0.95458, 0.65565)
H (1.52841, -2.07053, 0.78127)
H (-0.54362, 2.46963, -1.01432)
H (-1.48171, 1.99804, 0.42338)
H (1.58176, 0.91046, 0.17139)
H (-1.60616, -0.26892, 1.84398)
H (-0.33898, 0.74873, 2.22318)
H (-0.17438, -1.67073, -0.75753)
H (-1.35398, -0.60155, -1.28994)
H (-1.59608, -1.44589, 0.16674)
H (-2.16437, 1.64169, -2.31594)
H (1.67240, -0.07737, -2.03859)

Cartesian forces (eV/Å) of the 3 atoms listed first:
-0.82 -0.85 -4.02
3.43 -2.20 -2.57
-2.18 -0.94 -0.85

Mulliken charges, unit e, in atom order: -1.149 -0.264 -0.237 0.166 -0.483 -0.267 -0.555 -0.597 0.451 0.375 0.268 0.331 0.328 0.550 0.199 0.263 0.334 0.322 0.300 0.357 0.307

Which of these has the highest energy above the lowest of the compared OMol25 structures with the same formula, charge and spin?
C4H13N2O2

Which formula does entry 4 have?
C4H13N2O2

What is the total energy in the fourth record?
-11424.2813 eV